Arrangement A

This record from the OMol25 dataset describes C5H7FO in the gas phase. The level of theory is ωB97M-V/def2-TZVPD.

Each line ends with the Mulliken charge.
Element x y z (Å)
C1 1.578 -1.710 -0.878  -0.648
C2 0.380 -1.235 -1.008  0.321
F1 -0.329 -1.680 -2.105  -0.280
C3 -0.345 -0.021 -0.174  0.590
C4 -1.420 0.572 -0.577  -0.858
O1 0.410 0.287 0.884  -0.344
C5 -0.167 1.254 1.704  -0.780
H1 2.060 -2.410 -1.584  0.290
H2 2.333 -1.269 -0.180  0.240
H3 -1.729 1.550 -0.209  0.321
H4 -1.995 0.259 -1.486  0.262
H5 -1.267 0.867 1.821  0.390
H6 -0.110 2.341 1.289  0.251
H7 0.599 1.194 2.503  0.246

Gap between HOMO and LUMO in eV: 10.25
Structure (SMILES): C=C(F)C(=C)OC
HOMO energy in Eh: -0.3422
LUMO level in eV: 0.94



Arrangement B

This record from the OMol25 dataset describes C5H7FO in the gas phase. The level of theory is ωB97M-V/def2-TZVPD.

Each line ends with the Mulliken charge.
Element x y z (Å)
C1 1.218 -0.271 0.022  -0.515
C2 0.064 0.902 -0.023  -0.567
C3 0.128 -1.374 -0.004  -0.568
C4 -3.267 0.460 -0.205  -0.072
C5 -0.923 -0.269 0.104  0.268
O1 -2.227 -0.339 -0.044  -0.251
F1 -4.456 -0.107 0.080  -0.243
H1 1.668 -0.347 -0.916  0.225
H2 2.022 -0.297 0.777  0.341
H3 -0.020 1.558 0.799  0.324
H4 0.000 1.358 -1.003  0.282
H5 -0.051 -1.872 -0.911  0.287
H6 0.196 -2.080 0.811  0.245
H7 -3.454 1.456 0.188  0.243

Gap between HOMO and LUMO (alpha / beta) in eV: 8.02 / 8.63
HOMO energy (alpha / beta) in Eh: -0.2593 / -0.2816
LUMO level (alpha / beta) in eV: 0.97 / 0.97



Referenced to the most stable arrangement, the calculated values in kJ/mol are arrangement A 0.0; arrangement B 230.3.